Version i
Here is a cluster of 2 separate species, C3H12N4O in total from OMol25. Energies are from ωB97M-V/def2-TZVPD.

Positions of all 20 atoms, in Å:
O  1.6365  -0.1872  1.1319
N  1.5295  -1.2859  -1.2049
N  -0.3170  -1.2962  1.7828
N  0.3391  -1.4047  -0.4223
N  -0.6063  1.0162  0.3912
C  -1.9803  0.3351  -0.3865
C  0.4199  -0.6951  0.7409
C  0.1584  1.8750  -0.4917
H  -2.0191  0.4810  -1.4645
H  1.1953  -1.6517  -2.1132
H  -2.2821  -0.6984  -0.2296
H  0.5430  1.2674  -1.3176
H  2.2102  -0.3312  0.3476
H  -0.4958  2.6206  -0.9471
H  -0.0448  -0.9893  2.7055
H  0.9972  2.3575  0.0095
H  -0.6182  1.1966  1.3876
H  -2.7016  0.9927  0.0989
H  -0.3991  -2.2935  1.6567
H  2.4354  -1.3091  -1.6753

SMILES: N/N=C(/N)O.CNC
HOMO level (eV): -6.3
Kohn-Sham gap (eV): 7.23
LUMO energy (eV): 0.98

Version ii
Here is a cluster of 3 separate species, C3H12N4O in total from OMol25. Energies are from ωB97M-V/def2-TZVPD.

Positions of all 20 atoms, in Å:
O  -1.0742  1.1425  -1.2387
N  -0.1378  1.9088  1.5382
N  -0.0091  1.8195  -1.9111
N  -0.1544  -2.9862  0.0108
N  -2.2366  2.7222  0.6755
C  -1.2502  2.1746  1.1495
C  1.5884  -1.2648  0.5842
C  0.5471  -1.7862  -0.4141
H  0.3414  1.0417  1.3830
H  0.6150  1.0811  -2.2278
H  1.1315  -1.0936  1.5608
H  -3.0594  2.9907  1.1810
H  -0.2064  -1.0196  -0.6042
H  0.4816  2.3603  -1.1970
H  0.5044  -3.7340  0.2079
H  -1.8638  1.7887  -1.1473
H  -0.6776  -2.8068  0.8626
H  2.3901  -1.9918  0.7168
H  1.0381  -2.0131  -1.3634
H  2.0320  -0.3338  0.2333

SMILES: N=C=N.CCN.NO
HOMO level (eV): -9.3
Kohn-Sham gap (eV): 10.03
LUMO energy (eV): 0.77

The computed energies, referenced to the most stable structure and given in kcal/mol, are version i 72.8; version ii 0.0.

Version i
Here is a structure of composition C21H29GeN4O3PtS from OMol25. Energies are from ωB97M-V/def2-TZVPD.

Positions of all 60 atoms, in Å:
Pt  -0.3202  1.0691  -0.1403
Ge  -3.1038  2.1818  -1.4073
S  -0.9049  -1.0676  -0.6360
O  3.6861  2.0649  -0.5317
O  0.3269  3.0506  0.2607
O  1.7888  0.8887  -0.3690
N  0.1666  -3.6398  -1.3286
N  0.1528  -0.8350  2.1659
N  0.4874  -1.9231  1.6847
N  0.4697  -3.3027  -0.0634
C  1.1690  -1.6032  4.3113
C  0.9841  -6.1994  -3.8180
C  2.3533  4.0089  1.1095
C  1.7891  4.1340  -1.3459
C  0.5892  -0.6256  3.5072
C  -2.2844  1.4738  0.2014
C  2.4777  1.9549  -0.3443
C  1.7358  3.2976  -0.0804
C  -2.2018  3.8539  -1.9499
C  -5.0046  2.6572  -1.1480
C  0.3935  0.6605  3.9933
C  0.5090  -5.0340  -3.2438
C  -3.0024  0.9281  -2.9087
C  1.5490  -1.2805  5.6029
C  0.6840  -4.7986  -1.8767
C  1.6411  -7.1522  -3.0496
C  0.7828  0.9780  5.2860
C  1.3594  0.0075  6.0930
C  1.8158  -6.9130  -1.6927
C  1.3471  -5.7521  -1.1003
C  0.0787  -2.1432  0.3428
H  -5.1062  3.4104  -0.3643
H  -2.3509  2.2202  1.0060
H  1.2951  3.6141  -2.1690
H  -0.2035  3.7150  -0.1963
H  2.2469  3.3960  2.0053
H  -5.5795  1.7794  -0.8487
H  -3.3634  -0.0533  -2.5976
H  0.6370  1.9821  5.6644
H  2.0136  -8.0622  -3.5016
H  1.8588  4.9689  1.2784
H  1.3126  -2.5951  3.9058
H  2.8317  4.2908  -1.6148
H  -0.1701  -2.8996  -1.9390
H  -5.4387  3.0562  -2.0673
H  -0.0581  1.3887  3.3303
H  -2.6610  4.2826  -2.8426
H  2.0000  -2.0356  6.2351
H  1.6628  0.2520  7.1035
H  0.8415  -6.3630  -4.8794
H  -2.8474  0.5959  0.5292
H  2.3304  -7.6438  -1.0801
H  -1.1543  3.6505  -2.1817
H  -1.9631  0.8145  -3.2188
H  -2.2598  4.6034  -1.1551
H  3.4129  4.1684  0.9205
H  1.3085  5.1065  -1.1939
H  1.4869  -5.5605  -0.0469
H  -3.5975  1.2710  -3.7571
H  -0.0004  -4.2926  -3.8484

HOMO level (eV): -4.4
Total charge: -1
Kohn-Sham gap (eV): 6.91
LUMO energy (eV): 2.47

Version ii
Here is a structure of composition C21H29GeN4O3PtS from OMol25. Energies are from ωB97M-V/def2-TZVPD.

Positions of all 60 atoms, in Å:
Pt  0.3393  0.5796  -0.4470
Ge  0.4742  -0.2336  -4.1430
S  0.7274  0.7100  1.9050
O  -3.5520  1.8100  0.3870
O  -1.4975  1.4233  -0.3185
O  -1.7341  -1.2496  0.3503
N  2.1817  -0.1676  -0.3994
N  2.6298  -0.7417  0.6174
N  1.2987  -1.5049  3.7407
N  2.0513  -1.5690  2.6265
C  -3.2409  -0.4925  2.0649
C  1.3844  -2.4808  4.7088
C  0.4847  -2.4516  5.7801
C  3.1546  -0.0777  -1.4568
C  1.8132  -0.6468  1.7592
C  5.1225  -0.8587  -2.5705
C  -2.6109  1.0469  0.1976
C  3.0971  1.0242  -2.2918
C  4.0758  1.1908  -3.2617
C  2.4069  -4.4362  5.6693
C  1.5173  -4.4090  6.7353
C  0.5562  -3.4060  6.7782
C  2.3521  -3.4882  4.6607
C  1.0138  1.3844  -5.1293
C  -0.2859  0.1431  -2.3944
C  5.0842  0.2509  -3.4078
C  -4.0327  -0.9207  -0.2897
C  1.8589  -1.6248  -4.2723
C  4.1657  -1.0229  -1.5847
C  -2.8787  -0.4333  0.5834
C  -1.0172  -0.9513  -5.2241
H  -1.3818  -1.8874  -4.7965
H  -2.0340  -2.1578  0.2443
H  -0.7053  -1.1422  -6.2537
H  -0.8992  -0.7499  -2.1976
H  -3.7523  -0.8744  -1.3436
H  5.8370  0.3772  -4.1756
H  -4.2792  -1.9572  -0.0341
H  1.5699  -5.1552  7.5171
H  -4.9116  -0.2992  -0.1310
H  2.8014  -1.3367  -3.8149
H  1.5012  -2.5312  -3.7788
H  1.4008  1.1197  -6.1159
H  3.1620  -5.2117  5.6183
H  4.0431  2.0554  -3.9120
H  5.9028  -1.6002  -2.6865
H  2.2880  1.7322  -2.1584
H  -1.0167  0.9319  -2.6146
H  -0.1504  -3.3663  7.5984
H  -0.2698  -1.6743  5.8180
H  0.1282  2.0083  -5.2671
H  -1.8470  -0.2423  -5.2400
H  -3.5801  -1.4997  2.3251
H  3.0433  -3.5094  3.8311
H  -4.0266  0.2258  2.2921
H  0.5337  -0.8368  3.7469
H  4.1868  -1.8699  -0.9151
H  -2.3551  -0.2601  2.6577
H  1.7649  1.9782  -4.6116
H  2.0458  -1.8620  -5.3222

HOMO level (spin up / spin down) (eV): -4.5 / -4.5
Total charge: -1
Kohn-Sham gap (spin up / spin down) (eV): 6.42 / 6.42
LUMO energy (spin up / spin down) (eV): 1.93 / 1.93

The computed energies, referenced to the most stable structure and given in kcal/mol, are version i 0.0; version ii 1.5.

Version i
Here is a cluster of 2 separate species, C2H8BN in total from OMol25. Energies are from ωB97M-V/def2-TZVPD.

Positions of all 12 atoms, in Å:
N  -0.3413  0.3041  -0.0254
C  -1.0452  -0.8798  -0.0662
C  1.6326  -0.2349  -0.1626
B  -0.6990  1.5976  0.2918
H  1.3925  -1.2880  -0.0423
H  -0.1281  2.6998  0.2762
H  1.9609  0.1254  0.7762
H  -1.4026  -1.0895  -1.0632
H  -0.2554  -1.6346  0.0902
H  2.2054  0.0869  -0.9945
H  -1.8599  -0.9903  0.6566
H  -1.7712  1.6627  0.7376

HOMO level (eV): -9.4
Kohn-Sham gap (eV): 9.93
LUMO energy (eV): 0.49

Version ii
Here is a cluster of 2 separate species, C2H8BN in total from OMol25. Energies are from ωB97M-V/def2-TZVPD.

Positions of all 12 atoms, in Å:
N  0.5634  1.8341  0.4895
C  -1.3226  -1.1420  -1.0537
C  0.5882  -0.8233  0.2139
B  0.7428  0.4946  0.9776
H  -1.3275  -0.1754  -1.5891
H  0.3152  2.1150  -0.4796
H  1.0484  -0.6913  -0.8383
H  0.8516  2.5730  1.1538
H  -1.9031  -1.0583  -0.0892
H  0.6926  -1.7948  0.7235
H  0.9185  0.5637  2.1778
H  -1.1676  -1.8951  -1.6861

HOMO level (eV): -8.7
Kohn-Sham gap (eV): 8.93
LUMO energy (eV): 0.27

Version iii
Here is an isolated molecule of C2H8BN from OMol25. Energies are from ωB97M-V/def2-TZVPD.

Positions of all 12 atoms, in Å:
N  0.0401  -1.3741  0.4824
C  -1.4496  0.4170  -0.4331
C  1.4205  0.8084  0.0614
B  0.0030  -0.0591  -0.0324
H  -1.8486  -0.2913  -1.0534
H  2.0934  -0.0461  0.1246
H  -0.7609  -1.9598  0.4557
H  0.8934  -1.8800  0.6156
H  -2.1451  0.3784  0.4168
H  1.5164  1.2859  1.0107
H  -1.4188  1.3136  -0.8461
H  1.6562  1.4070  -0.8023

SMILES: CB(C)N
HOMO level (eV): -10.3
Kohn-Sham gap (eV): 10.97
LUMO energy (eV): 0.65

The computed energies, referenced to the most stable structure and given in kcal/mol, are version i 85.1; version ii 76.4; version iii 0.0.

Version i
Here is a cluster of 3 separate species, C2H10N3S in total from OMol25. Energies are from ωB97M-V/def2-TZVPD.

Positions of all 16 atoms, in Å:
S  2.9891  -0.7045  0.0349
N  -2.3254  0.7604  -0.4875
N  0.0995  1.2731  0.7626
N  -0.4518  -1.2127  -0.5781
C  1.2460  1.1736  0.7289
C  2.5743  1.1653  0.1330
H  -1.9294  1.5556  -0.9312
H  0.4604  -0.9659  -1.0802
H  3.2606  1.7173  0.6952
H  3.1643  -0.5734  -1.2575
H  -1.2648  -0.3437  -0.5428
H  -3.1592  0.4073  -0.9482
H  -0.2715  -0.9830  0.4012
H  2.5374  1.4273  -0.8887
H  -1.1007  -2.0274  -0.5554
H  -2.4937  0.9169  0.5190

HOMO level (eV): -13.7
Total charge: +1
Kohn-Sham gap (eV): 10.48
LUMO energy (eV): -3.24

Version ii
Here is a cluster of 3 separate species, C2H10N3S in total from OMol25. Energies are from ωB97M-V/def2-TZVPD.

Positions of all 16 atoms, in Å:
S  -0.4096  2.6158  -1.6614
N  -0.1414  -1.8185  2.5761
N  -0.9467  -0.4034  -1.5916
N  0.6219  -0.1551  0.8835
C  0.9622  1.5437  -1.1054
C  0.6849  0.4954  -0.0752
H  -0.3574  -1.1822  3.3005
H  -1.5245  -1.0739  -1.2060
H  0.6992  -2.3014  2.8930
H  -0.0555  -1.2240  1.5846
H  1.1122  0.9219  -1.9170
H  -0.8066  -2.5314  2.3438
H  -1.4693  -0.0088  -2.4609
H  -0.0593  3.6513  -0.9099
H  1.7346  2.2304  -0.7219
H  -0.0446  -0.7599  -1.9322

HOMO level (eV): -12.8
Total charge: +1
Kohn-Sham gap (eV): 9.59
LUMO energy (eV): -3.21

The computed energies, referenced to the most stable structure and given in kcal/mol, are version i 0.0; version ii 10.6.

Version i
Here is a cluster of 2 separate species, C4H5Cl in total from OMol25. Energies are from ωB97M-V/def2-TZVPD.

Positions of all 10 atoms, in Å:
Cl  -0.3741  0.1010  2.2128
C  -0.2642  -0.2991  0.5301
C  0.9989  -0.9139  0.0288
C  -0.7434  0.7862  -0.2666
C  -0.6716  1.8479  -0.8797
H  -1.0431  2.7501  -1.3019
H  1.8511  -0.2380  0.2161
H  -1.8673  -1.4426  0.4068
H  1.1011  -0.6091  -1.0827
H  1.0126  -1.9825  0.1363

HOMO level (spin up / spin down) (eV): -8.9 / -9.3
Kohn-Sham gap (spin up / spin down) (eV): 8.36 / 8.61
LUMO energy (spin up / spin down) (eV): -0.56 / -0.71

Version ii
Here is an isolated molecule of C4H5Cl from OMol25. Energies are from ωB97M-V/def2-TZVPD.

Positions of all 10 atoms, in Å:
Cl  -1.8949  -2.1924  1.3983
C  -0.6588  -0.3259  -0.5720
C  0.6124  0.4792  -0.8287
C  0.8635  1.2255  0.3036
C  -0.8243  -1.0972  0.5918
H  -1.6428  -0.2150  -1.2929
H  1.7764  1.8645  0.2266
H  0.3513  -1.2407  0.8219
H  0.0653  1.2561  1.0888
H  1.3518  0.2459  -1.7373

SMILES: C=C/C=C/Cl
HOMO level (eV): -9.2
Kohn-Sham gap (eV): 10.14
LUMO energy (eV): 0.96

The computed energies, referenced to the most stable structure and given in kcal/mol, are version i 58.2; version ii 0.0.